Formula: C46H84BFN7O8
Source: the OMol25 dataset
Level of theory: ωB97M-V/def2-TZVPD

The geometry in XYZ format:
```
147
C46H84BFN7O8 (ωB97M-V/def2-TZVPD)
F -2.43 2.98 0.13
O -1.99 2.34 -9.17
O -6.28 2.27 -4.95
O 0.57 4.90 5.56
O -5.23 4.49 -4.39
O 10.26 -1.49 3.08
O -7.20 1.55 0.29
O -0.70 -1.85 7.03
O 4.70 -2.51 4.32
N -4.00 1.19 -9.13
N 1.81 0.27 2.49
N -1.60 4.67 4.76
N -4.70 2.35 -2.84
N 10.54 -3.18 4.64
N 0.60 -2.28 8.90
N 6.29 -2.45 2.64
C 2.81 0.53 1.36
C -4.62 2.12 -8.21
C 3.58 -0.92 -0.86
C 2.76 -2.45 -3.02
C -3.39 -2.46 -2.49
C -4.77 0.06 -9.61
C 7.29 -1.67 1.93
C -2.55 2.71 -1.32
C -3.77 5.83 -0.94
C -1.98 -3.24 -2.18
C 10.59 -4.60 4.90
C -3.30 -1.42 -3.80
C -1.19 -3.83 -3.49
C 0.63 1.15 2.94
C -1.49 -0.82 1.14
C -2.70 1.41 -9.53
C -4.26 -0.17 -3.54
C -5.98 1.94 -2.22
C -2.82 1.82 -4.62
C -6.43 0.11 0.04
C 2.33 -0.41 0.07
C -0.06 -2.62 7.74
C -1.31 -0.11 -0.09
C 3.26 -0.96 -2.48
C 1.33 -3.26 9.68
C -3.82 3.42 -2.15
C 5.55 -1.91 3.67
C 10.72 -2.26 5.74
C -5.85 1.66 -0.47
C -0.22 4.60 4.67
C -1.37 0.49 -1.65
C 0.56 -0.91 9.35
C 0.55 -0.92 4.50
C -0.57 1.83 -6.04
C 1.80 -0.95 3.41
C -1.35 1.18 -4.91
C -2.46 4.30 3.66
C -4.58 4.62 -1.28
C 0.18 -2.95 -3.87
C 10.32 -2.67 3.37
C -2.20 5.12 6.00
C 6.07 -3.82 2.26
C -2.82 1.16 -1.85
C 1.20 -2.78 -2.60
C -0.25 0.48 4.18
C -3.62 1.31 -3.26
B -5.40 3.08 -4.03
H -4.96 -0.04 -4.50
H 6.73 -4.10 1.43
H 11.57 -4.84 5.32
H 7.35 -0.65 2.32
H -0.78 0.34 -4.35
H -3.59 -1.76 -1.55
H 1.27 -4.25 9.22
H 1.13 -0.79 10.28
H -6.57 1.05 -2.67
H -5.38 0.01 0.60
H -1.58 3.09 -1.88
H 0.03 -3.69 7.48
H 0.64 -3.49 -4.81
H 9.83 -1.63 5.83
H -3.11 3.48 3.98
H -3.44 1.53 -5.60
H 10.88 -2.80 6.68
H -6.72 2.88 -2.20
H -5.01 -0.55 -2.69
H -4.33 -3.15 -2.58
H -2.56 2.99 -4.61
H -0.09 -1.85 -4.23
H 10.44 -5.17 3.98
H -3.29 5.12 5.93
H 0.90 -3.30 10.68
H -1.22 0.90 4.73
H -4.04 2.15 -7.29
H -3.07 5.16 3.39
H 2.45 -0.15 -2.76
H -7.24 2.36 -4.68
H -0.48 -0.62 9.52
H 0.29 2.18 2.50
H -1.45 -1.39 2.16
H -4.62 3.12 -8.66
H -1.10 -0.42 -2.34
H -5.65 1.82 -7.99
H 0.99 -0.27 8.58
H 2.38 -2.95 9.74
H 5.03 -3.95 1.95
H -5.08 -0.55 -8.75
H 1.76 -1.39 0.44
H 0.48 2.29 -5.70
H 5.80 -0.86 3.88
H -1.88 4.46 6.81
H -2.18 -1.28 -4.02
H 8.26 -2.16 2.04
H -3.75 -2.05 -4.71
H 6.27 -4.47 3.12
H -2.33 0.64 -10.23
H -5.73 4.51 -0.97
H 4.00 -1.98 -0.58
H -0.44 1.24 -1.73
H 11.58 -1.62 5.53
H -1.93 -3.79 -4.40
H 2.89 -2.57 -4.19
H -0.96 1.90 -7.15
H -3.17 4.12 -2.87
H 2.71 1.64 1.00
H -3.49 0.44 -1.16
H 0.28 -1.70 5.33
H -4.33 4.68 -4.80
H 4.23 -0.71 -3.10
H 0.12 4.25 3.69
H 0.81 -1.84 -1.99
H -1.88 3.98 2.80
H -1.34 -2.55 -1.48
H -2.27 -4.18 -1.51
H 1.11 -3.69 -1.85
H -7.00 -0.15 1.00
H -4.26 6.89 -0.79
H 10.20 -3.46 2.61
H 2.60 -1.81 3.35
H 3.46 -3.26 -2.52
H -1.84 6.13 6.22
H 9.81 -4.86 5.62
H 3.91 0.21 1.63
H -5.66 0.43 -10.13
H -2.60 5.66 -0.82
H 1.59 0.18 -0.64
H -4.84 2.12 0.11
H -4.19 -0.56 -10.29
H -0.85 -4.95 -3.28
H 7.01 -1.63 0.87
H 4.46 -0.14 -0.72
```

Results
charge: +1
HOMO: -8.517 eV
LUMO energy: -3.51 eV
DFT total energy: -79231.8781 eV

Results of the Löwdin charge analysis, in e, for atoms 1 through 99: number 1, F, carries -0.06; number 2, O, carries -0.01; number 3, O, carries 0.06; number 4, O, carries 0.01; number 5, O, carries 0.12; number 6, O, carries 0.00; number 7, O, carries -0.18; number 8, O, carries -0.03; number 9, O, carries -0.02; number 10, N, carries -0.20; number 11, N, carries -0.16; number 12, N, carries -0.21; number 13, N, carries -0.06; number 14, N, carries -0.21; number 15, N, carries -0.20; number 16, N, carries -0.20; number 17, C, carries -0.14; number 18, C, carries -0.04; number 19, C, carries -0.21; number 20, C, carries -0.20; number 21, C, carries -0.19; number 22, C, carries -0.06; number 23, C, carries -0.06; number 24, C, carries -0.13; number 25, C, carries 0.02; number 26, C, carries -0.21; number 27, C, carries -0.06; number 28, C, carries -0.17; number 29, C, carries -0.19; number 30, C, carries -0.08; number 31, C, carries 0.10; number 32, C, carries -0.31; number 33, C, carries -0.13; number 34, C, carries -0.04; number 35, C, carries -0.09; number 36, C, carries -0.06; number 37, C, carries -0.19; number 38, C, carries -0.31; number 39, C, carries -0.08; number 40, C, carries -0.22; number 41, C, carries -0.06; number 42, C, carries -0.16; number 43, C, carries -0.33; number 44, C, carries -0.05; number 45, C, carries -0.08; number 46, C, carries -0.33; number 47, C, carries -0.16; number 48, C, carries -0.04; number 49, C, carries -0.05; number 50, C, carries 0.02; number 51, C, carries -0.04; number 52, C, carries -0.13; number 53, C, carries -0.07; number 54, C, carries -0.08; number 55, C, carries -0.20; number 56, C, carries -0.34; number 57, C, carries -0.05; number 58, C, carries -0.05; number 59, C, carries -0.16; number 60, C, carries -0.21; number 61, C, carries -0.08; number 62, C, carries -0.24; number 63, B, carries -0.49; number 64, H, carries 0.14; number 65, H, carries 0.09; number 66, H, carries 0.09; number 67, H, carries 0.09; number 68, H, carries 0.07; number 69, H, carries 0.10; number 70, H, carries 0.09; number 71, H, carries 0.09; number 72, H, carries 0.16; number 73, H, carries 0.07; number 74, H, carries 0.17; number 75, H, carries 0.14; number 76, H, carries 0.11; number 77, H, carries 0.09; number 78, H, carries 0.09; number 79, H, carries 0.13; number 80, H, carries 0.09; number 81, H, carries 0.17; number 82, H, carries 0.13; number 83, H, carries 0.12; number 84, H, carries 0.13; number 85, H, carries 0.09; number 86, H, carries 0.08; number 87, H, carries 0.09; number 88, H, carries 0.09; number 89, H, carries 0.08; number 90, H, carries 0.05; number 91, H, carries 0.09; number 92, H, carries 0.10; number 93, H, carries 0.14; number 94, H, carries 0.09; number 95, H, carries 0.07; number 96, H, carries 0.06; number 97, H, carries 0.10; number 98, H, carries 0.08; number 99, H, carries 0.09